92
Properties=species:S:1:pos:R:3:lowdin_charge:R:1 method="wB97M-V/def2-TZVPD" e_lumo_ev=1.582 energy_ha=-4400.44745 total_charge=-1 e_above_lowest_kj_mol=135.08 spin_multiplicity=1
Cs -1.318 0.744 0.107 1.247
C 4.203 1.775 0.221 -0.539
C 3.522 3.087 0.611 -0.555
S 2.040 2.950 1.641 0.862
C 2.728 1.989 3.009 -0.550
C 1.688 1.760 4.104 -0.537
S 0.310 0.689 3.633 0.877
C 0.949 -0.929 4.115 -0.533
C 2.179 -1.458 3.383 -0.524
S 1.949 -1.497 1.589 0.861
C 3.681 -1.417 1.075 -0.543
C 3.807 -0.918 -0.364 -0.550
S 3.063 0.694 -0.676 0.858
H 4.564 1.278 1.123 0.055
H 5.082 2.008 -0.385 0.076
H 3.200 3.622 -0.285 0.064
H 4.263 3.723 1.104 0.073
H 3.587 2.522 3.432 0.086
H 3.067 1.025 2.633 0.024
H 1.254 2.716 4.405 0.070
H 2.181 1.348 4.990 0.077
H 0.108 -1.602 3.960 0.045
H 1.169 -0.933 5.188 0.078
H 2.415 -2.451 3.777 0.077
H 3.039 -0.819 3.598 0.060
H 4.174 -2.389 1.161 0.077
H 4.206 -0.733 1.748 0.054
H 3.286 -1.599 -1.042 0.055
H 4.860 -0.934 -0.660 0.078
O -3.756 2.873 2.133 -0.038
C -3.328 2.746 0.976 -0.754
O -2.162 3.090 0.608 -0.347
C -4.167 2.025 -0.105 -0.717
O -5.058 2.629 -0.715 -0.035
O -3.845 0.806 -0.289 -0.345
S 0.181 -5.105 -1.785 1.062
C 0.190 -6.648 -2.516 -0.423
C 0.289 -6.563 -3.872 -0.193
C 0.367 -5.223 -4.325 -0.127
C 0.323 -4.308 -3.305 -0.477
C 0.366 -2.845 -3.402 -0.194
C 0.554 -2.050 -2.251 -0.102
N 0.589 -0.742 -2.258 0.106
C 0.424 -0.097 -3.427 -0.146
C 0.245 -0.783 -4.642 -0.132
C 0.063 -0.046 -5.861 -0.028
C 0.040 1.303 -5.854 -0.022
C 0.189 2.038 -4.631 -0.132
C 0.094 3.437 -4.576 0.048
C 0.168 4.085 -3.361 -0.183
C 0.360 3.286 -2.210 -0.083
N 0.485 1.985 -2.241 0.079
C 0.385 1.353 -3.421 -0.157
C 0.034 5.539 -3.242 -0.479
C 0.190 6.480 -4.228 -0.133
C -0.018 7.801 -3.765 -0.197
C -0.324 7.839 -2.437 -0.419
S -0.409 6.279 -1.755 1.104
C 0.219 -2.184 -4.604 0.046
H 0.117 -7.540 -1.916 0.061
H 0.308 -7.424 -4.524 0.098
H 0.461 -4.951 -5.365 0.105
H 0.678 -2.516 -1.276 0.087
H -0.075 -0.598 -6.782 0.110
H -0.117 1.856 -6.773 0.112
H -0.086 3.986 -5.492 0.120
H 0.385 3.736 -1.221 0.099
H 0.465 6.238 -5.245 0.103
H 0.063 8.682 -4.385 0.095
H -0.534 8.707 -1.834 0.061
H 0.053 -2.727 -5.526 0.118
C -3.453 0.221 3.561 -0.022
N -3.297 -1.226 3.647 -0.066
C -4.245 -1.901 4.507 -0.167
C -4.431 -3.344 4.089 -0.157
C -3.071 -4.001 3.989 -0.178
N -2.211 -3.233 3.119 -0.091
C -1.142 -3.941 2.457 -0.048
C -2.321 -1.864 2.954 -0.483
O -1.536 -1.266 2.217 -0.164
H -4.422 0.482 3.135 0.100
H -2.707 0.672 2.922 0.044
H -3.362 0.659 4.558 0.098
H -5.192 -1.360 4.443 0.124
H -3.920 -1.847 5.557 0.125
H -4.929 -3.383 3.118 0.125
H -5.055 -3.870 4.814 0.112
H -3.159 -5.010 3.575 0.117
H -2.627 -4.108 4.991 0.124
H -1.542 -4.742 1.827 0.086
H -0.457 -4.393 3.185 0.089
H -0.584 -3.244 1.838 0.059

***

24
Properties=species:S:1:pos:R:3:lowdin_charge:R:1 method="wB97M-V/def2-TZVPD" e_lumo_ev=3.561 energy_ha=-1149.85316 total_charge=-1 e_above_lowest_kj_mol=0.00 spin_multiplicity=1
C -1.708 -1.175 -0.740 -0.236
C -0.952 -0.110 -0.680 -0.319
C -2.508 -1.549 -1.905 -0.140
C 1.181 -0.828 1.342 -0.215
C 0.009 2.013 1.514 -0.197
C 1.871 1.074 -0.847 -0.178
O -2.565 1.256 -2.314 -0.385
O -0.283 0.701 -3.163 -0.364
O -0.604 2.342 -1.352 -0.408
Si 0.421 0.597 0.255 0.459
S -1.123 1.115 -2.032 0.447
H -1.889 -1.769 0.183 0.108
H -3.257 -2.404 -1.741 0.081
H -2.995 -0.607 -2.344 0.072
H -1.751 -1.943 -2.698 0.111
H 2.138 -0.781 1.811 -0.015
H 0.368 -1.199 2.036 0.018
H 1.325 -1.708 0.568 0.052
H 0.799 2.158 2.325 0.031
H -0.538 2.835 1.032 0.007
H -0.734 1.408 2.210 0.040
H 2.821 0.568 -0.802 0.019
H 1.380 1.163 -1.854 0.016
H 2.119 2.075 -0.703 -0.003

***

23
Properties=species:S:1:pos:R:3:mulliken_spin:R:1 method="wB97M-V/def2-TZVPD" e_lumo_ev="0.657 / 0.457" energy_ha=-707.05325 total_charge=0 e_above_lowest_kj_mol=217.89 spin_multiplicity=2
C 0.522 1.663 1.912 0.295
C -0.165 2.707 1.055 -0.089
S -1.039 2.065 -0.417 0.057
N 1.212 2.343 3.012 -0.056
H -0.212 0.959 2.312 0.007
H 1.191 1.075 1.273 0.086
H -0.872 3.311 1.621 -0.005
H 0.568 3.406 0.642 -0.015
H -2.116 1.615 0.244 -0.016
H 1.685 1.650 3.585 -0.010
H 1.977 2.883 2.616 -0.001
C -1.475 -2.461 -1.108 0.168
C -0.163 -2.072 -1.682 0.697
C 0.462 -2.634 -2.707 -0.189
N 0.488 -0.981 -0.946 0.568
H -1.899 -3.298 -1.661 -0.027
H -1.371 -2.769 -0.060 -0.168
H -2.186 -1.634 -1.124 -0.050
H 1.396 -2.265 -3.099 -0.117
H -0.027 -3.428 -3.253 0.002
H 0.530 -1.216 0.108 -0.073
H 0.016 -0.068 -1.051 0.188
H 1.480 -0.848 -1.270 -0.252

***

23
Properties=species:S:1:pos:R:3:mulliken_spin:R:1 method="wB97M-V/def2-TZVPD" e_lumo_ev="-4.269 / -10.226" energy_ha=-552.87203 total_charge=+1 e_above_lowest_kj_mol=223.99 spin_multiplicity=2
N -0.308 -0.769 2.653 0.857
C -0.863 -0.625 1.334 -0.025
O 0.120 0.077 0.477 0.181
H 0.596 -1.196 2.702 -0.020
H -0.465 0.049 3.201 -0.019
H -0.996 -1.654 0.792 0.009
H -1.814 -0.070 1.400 -0.004
H -0.223 0.967 0.320 -0.002
H -1.596 -1.410 -2.138 0.000
H -0.233 -0.692 -2.510 0.000
O -1.165 -0.805 -2.736 0.001
H 1.383 2.387 -1.631 -0.001
H 1.673 1.066 -0.735 -0.001
O 1.500 1.993 -0.757 0.014
H -1.683 0.934 -1.103 0.000
H -2.888 0.327 -1.843 0.000
O -2.623 0.660 -1.006 0.004
H 1.869 0.836 1.276 0.001
H 1.760 1.888 2.217 -0.002
O 2.443 1.515 1.651 0.005
H 1.335 -1.162 -0.811 -0.002
H 1.022 -2.584 -1.165 0.000
O 1.155 -1.732 -1.587 0.005